a | C5H9N2 | ωB97M-V with the def2-TZVPD basis set

```
! wB97M-V def2-TZVPD RIJCOSX def2/J DEFGRID3
* xyz 1 1
C -2.2454 0.0499 -0.2151
N -0.7910 0.0242 0.0104
C -0.0780 -1.2375 0.1614
C 1.2161 -1.2813 -0.1003
C 1.9299 0.0205 -0.2944
N 1.1227 1.1840 0.2836
C -0.1544 1.1167 0.3007
H -2.5030 0.4745 -1.2736
H -2.8505 -0.9781 -0.1107
H -2.6856 0.7402 0.4497
H -0.4934 -2.1554 0.5235
H 1.9568 -2.0948 -0.0228
H 2.8482 -0.0407 0.2770
H 1.9942 0.2041 -1.3164
H 1.5276 1.9215 0.8308
H -0.7940 2.0522 0.4962
*
```

Summary:
- LUMO energy: -3.63 eV
- Kohn-Sham gap: 0.3725 hartree
- SMILES: CN1C=CC[NH+]=C1

b | C5H9N2 | ωB97M-V with the def2-TZVPD basis set

```
! wB97M-V def2-TZVPD RIJCOSX def2/J DEFGRID3
* xyz 1 1
C 3.3747 -1.1150 -2.6906
N 2.3550 -0.9319 -2.1139
N 1.1834 -0.5397 -1.8273
C 0.8123 0.0156 -0.7071
C -0.6136 -0.0178 -0.3268
C -0.7111 0.5821 1.1598
C -2.0613 0.2697 1.8087
H 4.2983 -1.0139 -3.2094
H 1.6028 0.4261 -0.0675
H -1.4324 -0.7907 -0.1876
H -1.1935 0.5846 -1.0250
H -0.0625 0.0796 1.8604
H -0.6060 1.6846 1.2018
H -2.5788 1.1923 1.7568
H -1.7394 0.2417 2.8280
H -2.6279 -0.6671 1.5396
*
```

Summary:
- LUMO energy: -5.96 eV
- Kohn-Sham gap: 0.3321 hartree
- SMILES: C#[N+]/N=C/CCC

c | C5H9N2 | ωB97M-V with the def2-TZVPD basis set

```
! wB97M-V def2-TZVPD RIJCOSX def2/J DEFGRID3
* xyz 1 1
C 1.1070 -0.5860 0.2542
C -1.1149 -0.4513 0.0839
C 1.4842 -1.7086 -0.2241
C 1.2187 0.8186 0.4696
C 0.0753 1.5945 -0.2460
N -1.2310 0.7841 -0.1479
N -2.0986 -1.3043 0.0195
H 2.4952 -1.7448 -0.4878
H 0.7940 -2.5575 -0.5686
H 1.0578 1.0712 1.5797
H 2.0854 1.3651 0.0717
H -0.1157 2.5799 0.1993
H 0.3655 1.5889 -1.3054
H -2.0459 1.1215 -0.6697
H -1.8104 -2.2147 0.2886
H -3.0106 -0.8980 0.0364
*
```

Summary:
- LUMO energy: -3.92 eV
- Kohn-Sham gap: 0.3831 hartree

d | C5H9N2 | ωB97M-V with the def2-TZVPD basis set

```
! wB97M-V def2-TZVPD RIJCOSX def2/J DEFGRID3
* xyz 1 1
C 0.2783 1.8983 -0.4423
C 0.2198 -0.9952 -1.2859
C 1.0223 -0.6406 -0.0390
C -0.9289 -0.2381 -0.7206
C -0.3739 0.4285 1.8101
N 0.2615 2.7775 -1.1474
N -0.0426 0.2686 0.3894
H 0.7438 -0.6970 -2.2901
H 0.1507 -2.1329 -1.3675
H 1.1091 -1.3784 0.6614
H 1.9913 -0.1730 -0.0277
H -1.4071 0.3475 -1.5641
H -1.6880 -0.8891 -0.3305
H 0.5343 0.6602 2.4212
H -1.0660 1.3220 1.9778
H -0.8046 -0.5582 1.9551
*
```

Summary:
- LUMO energy: -6.25 eV
- Kohn-Sham gap: 0.3805 hartree

It comes down to a, which is 179.4 kJ/mol more stable than the next structure.

a | C5H9N2 | ωB97M-V with the def2-TZVPD basis set

```
! wB97M-V def2-TZVPD RIJCOSX def2/J DEFGRID3
* xyz 1 1
C 2.2205 -1.4379 0.3248
C 1.4631 -0.5207 2.3075
C -1.2290 1.4024 -1.4539
C -1.8958 0.1253 -1.2737
C 1.2433 -0.4613 0.8207
N 1.3416 -1.6991 1.4574
N -1.2662 0.7434 -0.1984
H 1.9136 -2.0428 -0.6405
H 3.1884 -1.2703 0.5446
H 2.4238 -0.1325 2.5768
H 0.4516 -0.3449 2.8883
H -0.3002 1.3575 -2.0174
H -1.7224 2.3801 -1.5758
H -2.9298 0.2619 -1.1999
H -1.4882 -0.9748 -1.4772
H -1.6546 1.1789 0.6392
*
```

Summary:
- LUMO energy (spin up / spin down): -7.05 / -7.08 eV
- Kohn-Sham gap (spin up / spin down): 0.2355 / 0.2331 hartree

b | C5H9N2 | ωB97M-V with the def2-TZVPD basis set

```
! wB97M-V def2-TZVPD RIJCOSX def2/J DEFGRID3
* xyz 1 1
C -0.6700 -1.4175 2.9603
N -0.7920 -0.8647 1.8346
N -0.7936 -0.2480 0.8378
C -0.2488 -0.4373 -0.6328
C 1.2594 -0.0192 -0.8928
C 0.6561 1.4035 -1.1411
C -0.6715 0.8151 -1.3388
H -1.3199 -2.2306 3.2517
H 0.1045 -1.3588 3.6868
H -0.6806 -1.3443 -1.0510
H 1.7574 -0.3090 -1.7491
H 1.9187 -0.0420 -0.0110
H 0.5060 2.0677 -0.2477
H 1.2515 1.9638 -1.8831
H -1.5116 1.4106 -1.1964
H -0.7657 0.6106 -2.4271
*
```

Summary:
- LUMO energy: -5.62 eV
- Kohn-Sham gap: 0.3458 hartree
- SMILES: C=[N+]=NC1CCC1

It comes down to b, which is 310.4 kJ/mol more stable than the next structure.

a | C5H9N2 | ωB97M-V with the def2-TZVPD basis set

```
! wB97M-V def2-TZVPD RIJCOSX def2/J DEFGRID3
* xyz 1 1
C 0.3590 0.3743 -2.2453
C 0.8844 -0.4053 -1.0321
C 0.1955 -0.0955 0.2646
C 0.1068 -1.0802 1.2581
N -0.5282 -0.4319 2.2984
C -0.8728 0.7815 1.9722
N -0.5822 0.9569 0.6559
H -0.6858 0.2624 -2.5465
H 0.9776 -0.0241 -3.0795
H 0.6153 1.4344 -2.2202
H 1.9565 -0.3717 -0.8879
H 0.7127 -1.4785 -1.1934
H 0.1940 -2.1304 0.9998
H -0.8513 -0.9508 3.1056
H -1.4319 1.4958 2.5430
H -1.0495 1.6631 0.1074
*
```

Summary:
- LUMO energy: -3.42 eV
- Kohn-Sham gap: 0.3864 hartree
- SMILES: CCc1c[nH]c[nH+]1

b | C5H9N2 | ωB97M-V with the def2-TZVPD basis set

```
! wB97M-V def2-TZVPD RIJCOSX def2/J DEFGRID3
* xyz 1 1
C 0.8485 -1.6173 -1.5785
C -0.4111 -1.2107 -0.6671
C -0.1837 -0.0456 0.2222
C -1.3244 0.6467 0.5629
N -0.8563 1.5742 1.4805
C 0.5670 1.5290 1.6716
N 0.9242 0.7878 0.5843
H 0.8258 -0.6541 -2.1075
H 0.5632 -2.4623 -2.3991
H 1.7749 -1.7389 -1.0297
H -0.5570 -2.1037 -0.0664
H -1.3221 -1.0027 -1.3079
H -2.4698 0.6673 0.2960
H -1.3200 2.3619 1.8780
H 0.9691 2.3716 2.1316
H 1.9717 0.8968 0.3293
*
```

Summary:
- LUMO energy: -4.31 eV
- Kohn-Sham gap: 0.3526 hartree
- SMILES: CCc1c[nH]c[nH+]1

It comes down to a, which is 195.9 kJ/mol more stable than the next structure.